Arrangement A

One molecule with the formula C5H8N2O2. Source: OMol25; level of theory: ωB97M-V/def2-TZVPD.

```
17
Properties=species:S:1:pos:R:3:mulliken_charge:R:1
O 2.655 -0.079 -0.729 -0.5636
O 1.818 1.005 1.158 -0.5311
N -0.220 -0.271 -1.463 -0.5646
N -0.537 0.484 0.760 -0.6375
C -1.085 0.622 -1.460 -0.1808
C -1.287 1.338 -0.188 -0.6744
C 0.303 -0.372 -0.073 1.5195
C 0.370 -1.862 0.329 -1.6231
C 1.739 0.256 0.013 0.2281
H -0.554 -2.453 -0.015 0.3072
H -1.647 0.839 -2.342 0.4493
H 1.235 -2.211 -0.136 0.4461
H 0.353 -1.919 1.403 0.4039
H -2.273 1.411 -0.016 0.4430
H 1.037 1.100 1.765 0.4400
H -1.200 -0.139 1.117 0.2878
H -0.707 2.253 -0.121 0.2502
```

The total charge is 0. As for the SMILES: C[C@@]1(C(=O)O)N=CCN1. The spin multiplicity is 1.


Arrangement B

One molecule with the formula C5H8N2O2. Source: OMol25; level of theory: ωB97M-V/def2-TZVPD.

```
17
Properties=species:S:1:pos:R:3:mulliken_charge:R:1
O -3.027 -0.853 -0.340 -0.5115
O -3.392 1.150 0.570 -0.5836
N -1.264 0.531 0.171 -0.1850
N -0.584 -1.447 -0.758 -0.7586
C -2.659 0.302 0.149 0.4955
C 1.109 0.213 -0.102 0.2926
C 1.667 0.966 -1.036 -0.9298
C -0.280 -0.310 -0.269 0.7598
C 1.783 -0.208 1.167 -1.1286
H -0.991 1.432 0.538 0.2223
H 2.676 1.331 -0.938 0.3077
H 2.797 0.180 1.211 0.3996
H 1.141 1.241 -1.935 0.3015
H 1.224 0.157 2.029 0.2969
H 1.815 -1.296 1.234 0.2958
H 0.199 -2.010 -1.064 0.2550
H -2.216 -1.377 -0.627 0.4704
```

The total charge is 0. As for the SMILES: [H]/N=C(/NC(=O)O)C(=C)C. The spin multiplicity is 1.


The structure with the least stability is arrangement A.


Arrangement A

A 2-piece molecular cluster, H3S3 overall. Source: OMol25; level of theory: ωB97M-V/def2-TZVPD.

```
6
Properties=species:S:1:pos:R:3:mulliken_charge:R:1
S -0.097 -0.155 1.809 -0.3006
S 0.445 -0.969 -1.521 -0.7605
S -0.203 1.745 0.995 -0.1924
H -0.297 -0.729 0.483 0.1495
H -0.679 -1.487 -2.064 -0.0165
H 0.832 1.596 0.298 0.1204
```

The total charge is -1. The spin multiplicity is 1.


Arrangement B

A 2-piece molecular cluster, H3S3 overall. Source: OMol25; level of theory: ωB97M-V/def2-TZVPD.

```
6
Properties=species:S:1:pos:R:3:mulliken_charge:R:1
S -0.473 1.502 1.985 -0.2403
S -1.439 0.686 0.309 -0.2207
S 1.167 -0.972 -1.520 -0.7833
H -0.568 0.279 -0.733 0.1197
H 0.768 -2.120 -2.079 -0.0324
H 0.544 0.624 2.038 0.1569
```

The total charge is -1. The spin multiplicity is 1.


The structure with the least stability is arrangement B.


Arrangement A

H3S3 as an isolated structure. Source: OMol25; level of theory: ωB97M-V/def2-TZVPD.

```
6
Properties=species:S:1:pos:R:3:mulliken_charge:R:1
S -1.835 0.100 -0.703 -0.7008
S 0.669 -1.071 0.984 -0.2976
S 2.070 0.140 -0.083 -0.2232
H -0.454 -0.403 0.145 0.0827
H -2.979 0.435 -1.331 0.0310
H 2.530 0.798 0.989 0.1079
```

The total charge is -1. The spin multiplicity is 1.


Arrangement B

A 2-piece molecular cluster, H3S3 overall. Source: OMol25; level of theory: ωB97M-V/def2-TZVPD.

```
6
Properties=species:S:1:pos:R:3:mulliken_charge:R:1
S 1.987 0.117 0.408 -0.2584
S 0.518 -1.758 -0.019 -0.1851
S -2.608 1.552 -0.394 -0.8261
H -1.273 1.629 -0.336 -0.1393
H 1.577 -2.587 -0.056 0.1441
H 0.589 0.171 0.188 0.2648
```

The total charge is -1. The spin multiplicity is 1.


The structure with the least stability is arrangement B.


Arrangement A

A 2-piece molecular cluster, H3S3 overall. Source: OMol25; level of theory: ωB97M-V/def2-TZVPD.

```
6
Properties=species:S:1:pos:R:3:mulliken_charge:R:1
S -1.158 -1.704 -1.128 -0.2510
S -0.191 0.194 -0.878 -0.1240
S 1.242 1.491 2.093 -0.7732
H -1.173 -1.833 -2.445 0.1103
H 0.409 -0.012 0.351 0.1063
H 1.687 1.502 0.813 -0.0683
```

The total charge is -1. The spin multiplicity is 1.


Arrangement B

An isolated ion of composition H3S3 and charge -1. Source: OMol25; level of theory: ωB97M-V/def2-TZVPD.

```
6
Properties=species:S:1:pos:R:3:mulliken_charge:R:1
S 2.043 -0.655 -0.844 -0.5093
S 0.134 0.162 -0.052 -0.1121
S -1.902 0.970 0.905 -0.6238
H 2.544 -1.343 0.199 0.0702
H -2.429 1.901 0.111 0.0262
H -0.390 -1.035 -0.319 0.1489
```

The total charge is -1. The spin multiplicity is 1.


The structure with the least stability is arrangement A.


Arrangement A

A 2-piece molecular cluster, C4H2O overall. Source: OMol25; level of theory: ωB97M-V/def2-TZVPD.

```
7
Properties=species:S:1:pos:R:3:mulliken_charge:R:1
O -1.727 0.934 -2.654 -0.1542
C -0.485 0.844 -0.366 -0.1053
C 0.018 -0.381 -0.452 -0.0148
C -1.173 -0.069 -2.780 0.1655
C -1.417 -0.163 -0.114 -0.5188
H -0.221 1.885 -0.275 0.3361
H 0.937 -1.123 -0.576 0.2914
```

The total charge is 0. The spin multiplicity is 1.


Arrangement B

A 2-piece molecular cluster, C4H2O overall. Source: OMol25; level of theory: ωB97M-V/def2-TZVPD.

```
7
Properties=species:S:1:pos:R:3:mulliken_charge:R:1
O -0.791 2.012 0.616 -0.4216
C -0.352 1.140 -0.084 0.3104
C -0.639 -0.370 -2.087 0.2883
C -0.784 0.090 -0.894 -0.1738
C -0.843 -0.980 -3.198 -0.4523
H 0.702 0.879 -0.217 0.2660
H -1.158 -1.155 0.490 0.1831
```

The total charge is 0. The spin multiplicity is 1.


Arrangement C

One molecule with the formula C4H2O. Source: OMol25; level of theory: ωB97M-V/def2-TZVPD.

```
7
Properties=species:S:1:pos:R:3:mulliken_charge:R:1
O -3.072 0.324 -0.025 -0.3300
C -0.631 0.599 0.004 -0.8063
C -1.639 -1.506 -0.022 -0.4684
C -1.945 0.696 0.026 0.7435
C -0.498 -0.816 0.075 0.1579
H 0.249 1.118 -0.254 0.3511
H 0.484 -1.226 -0.152 0.3522
```

The total charge is 0. The spin multiplicity is 1.


The structure with the least stability is arrangement B.


Arrangement A

One molecule with the formula CH6N2. Source: OMol25; level of theory: ωB97M-V/def2-TZVPD.

```
9
Properties=species:S:1:pos:R:3:mulliken_charge:R:1
N -0.190 0.628 1.259 -0.5377
N -0.783 0.185 0.038 -0.3043
C 0.195 -0.487 -0.759 -0.8196
H -0.349 -0.598 -1.738 0.2857
H -1.127 1.155 -0.585 0.2610
H 0.510 -1.454 -0.318 0.2916
H 1.143 0.021 -0.999 0.3148
H 0.816 0.759 1.207 0.2510
H -0.215 -0.209 1.897 0.2574
```

The total charge is 0. As for the SMILES: CNN. The spin multiplicity is 1.


Arrangement B

One molecule with the formula CH6N2. Source: OMol25; level of theory: ωB97M-V/def2-TZVPD.

```
9
Properties=species:S:1:pos:R:3:mulliken_charge:R:1
N -0.716 0.139 0.098 -0.3355
N -0.071 1.386 -0.333 -0.5012
C 0.165 -0.906 0.249 -0.8291
H -1.474 0.048 -0.847 0.2730
H 0.884 -1.199 -0.545 0.3372
H 0.130 2.160 0.375 0.2328
H -0.384 -1.860 0.389 0.2844
H 0.804 0.945 -0.627 0.2609
H 0.662 -0.712 1.241 0.2776
```

The total charge is 0. As for the SMILES: CNN. The spin multiplicity is 1.


The structure with the least stability is arrangement B.